Molecular formula: C3H10N2O2
Method: DFT, ωB97M-V/def2-TZVPD

Results
E	-380.25715	Ha
SMILES	NCCNC=O.O
HOMO-LUMO gap	10.3	eV
LUMO level	0.0327	Eh

The geometry in ORCA input format:
```
! RIJCOSX wB97M-V def2-TZVPD def2/J DEFGRID3
* xyz 0 1
N -0.0131 -1.0911 -2.5797
C 0.2239 -0.3841 -1.3371
C -0.8247 0.3327 -0.6307
N -0.6596 0.8407 0.7344
C 0.4225 1.7877 0.8098
O 1.4428 1.5495 1.4339
H 0.7924 -1.3827 -3.0655
H -0.5343 -0.4885 -3.1735
H 0.5495 -1.1737 -0.6083
H 1.1169 0.2357 -1.3305
H -1.7830 -0.2766 -0.7662
H -1.1949 1.1019 -1.3015
H -0.4425 0.0328 1.3549
H 0.2021 2.5446 0.0776
O 0.0600 -1.3222 3.1168
H 0.4890 -0.4728 3.3328
H 0.1529 -1.8339 3.9329
*
```

---

Molecular formula: C3H10N2O2
Method: DFT, ωB97M-V/def2-TZVPD

Results
E	-380.09702	Ha
HOMO-LUMO gap	5.8	eV
LUMO level	-0.1107	Eh

The geometry in ORCA input format:
```
! RIJCOSX wB97M-V def2-TZVPD def2/J DEFGRID3
* xyz 0 1
N 1.3536 0.4208 -1.1445
C 0.1015 0.1025 -1.5502
C -0.7042 -1.0091 -0.5465
N -1.0293 -0.2952 0.6423
C -0.3096 -0.7648 1.7589
O -0.0197 -2.0156 -0.4150
H 1.8197 -0.3625 -0.7553
H 1.2632 1.2535 -0.4926
H -1.6765 -1.1852 -1.0539
H -0.5114 1.0237 -1.5966
H -0.7882 0.7675 0.5638
H 0.7274 -0.4893 1.6742
H -0.7406 -0.2947 2.6483
H -0.3713 -1.8444 1.7905
H 0.1124 -0.3796 -2.5093
H 0.4255 3.0328 0.5812
O 0.3478 2.0397 0.4046
*
```

---

Molecular formula: C3H10N2O2
Method: DFT, ωB97M-V/def2-TZVPD

Results
E	-379.93690	Ha
HOMO-LUMO gap (alpha / beta)	10.9 / 4.6	eV
LUMO level (alpha / beta)	-0.1209 / -0.3446	Eh

The geometry in ORCA input format:
```
! RIJCOSX wB97M-V def2-TZVPD def2/J DEFGRID3
* xyz 1 2
C 1.6051 -1.5958 -1.3143
N 0.5385 -0.8090 -0.9311
C -0.2413 -1.0648 0.2702
C -1.2533 0.0399 0.5041
N -2.4670 -0.2062 -0.2556
O 2.4421 -2.0626 -0.6063
H 1.6493 -1.8009 -2.3992
H 0.0044 -0.5541 -1.7681
H -0.7765 -2.0059 0.0505
H 0.4478 -1.1485 1.0952
H -0.7986 0.9922 0.1748
H -1.3654 0.0384 1.5906
H -3.2997 0.0369 0.2768
H -2.5788 -1.1725 -0.5457
H 2.7261 3.3910 1.1851
H 1.5947 4.4076 1.4902
O 1.7728 3.5146 1.1830
*
```

---

Molecular formula: C3H10N2O2
Method: DFT, ωB97M-V/def2-TZVPD

Results
E	-379.97727	Ha
HOMO-LUMO gap (alpha / beta)	9.7 / 4.9	eV
LUMO level (alpha / beta)	-0.1453 / -0.3235	Eh

The geometry in ORCA input format:
```
! RIJCOSX wB97M-V def2-TZVPD def2/J DEFGRID3
* xyz 1 2
C -1.2699 -1.7019 -0.7459
C -1.8247 -1.3274 0.6087
N -1.0984 -0.6333 1.4273
O -2.9940 -1.6886 0.9146
H -0.2795 -2.1342 -0.6021
H -1.1951 -0.7898 -1.3358
H -1.9362 -2.4016 -1.2443
H -0.2216 -0.2471 1.0690
H -1.5054 -0.2500 2.2719
N 0.8468 2.0720 -0.9633
C 1.9657 1.4552 -0.3465
O 1.5549 0.4289 0.6070
H 0.3560 1.4311 -1.5766
H 0.1904 2.4193 -0.2743
H 2.5686 0.9870 -1.1159
H 2.5031 2.2220 0.2074
H 2.3394 0.1584 1.0988
*
```

---

Molecular formula: C3H10N2O2
Method: DFT, ωB97M-V/def2-TZVPD

Results
E	-379.96096	Ha
HOMO-LUMO gap (alpha / beta)	11.1 / 5.8	eV
LUMO level (alpha / beta)	-0.1308 / -0.3245	Eh

The geometry in ORCA input format:
```
! RIJCOSX wB97M-V def2-TZVPD def2/J DEFGRID3
* xyz 1 2
N 0.4117 0.6117 -1.6251
C -0.9242 0.9390 -1.1537
C -1.2973 0.1128 0.0741
N -0.2894 0.0336 1.0296
C -0.5943 -0.7179 2.2502
O -2.3177 -0.4621 0.2204
H 0.4675 0.2130 -2.5671
H 0.9860 1.4531 -1.5863
H -0.9718 2.0026 -0.8704
H -1.6997 0.8348 -1.8637
H 0.7040 -0.1016 0.6715
H -1.4761 -0.3054 2.7148
H -0.6427 -1.7447 1.9775
H 0.2283 -0.6892 2.9345
H 2.0715 -0.0986 -1.0286
H 2.9153 -1.3935 -0.8165
O 2.4290 -0.6877 -0.3610
*
```

---

Molecular formula: C3H10N2O3
Method: DFT, ωB97M-V/def2-TZVPD

Results
E	-455.49031	Ha
SMILES	NC(O)=C(O)O.CN
HOMO-LUMO gap	7.6	eV
LUMO level	0.0233	Eh

The geometry in ORCA input format:
```
! RIJCOSX wB97M-V def2-TZVPD def2/J DEFGRID3
* xyz 0 1
N -0.8293 0.8691 2.1647
C -0.1634 -0.2127 1.6481
O 0.9679 -0.5933 2.3345
C -0.6703 -1.0145 0.6670
O -0.0313 -2.1819 0.3354
O -1.9471 -0.8229 0.2100
H -0.4761 1.1460 3.0735
H -1.8390 0.7384 2.1477
H 1.3607 -1.3605 1.8813
H 0.3917 -1.9829 -0.5238
H -2.2342 -1.6860 -0.1371
C 1.2054 0.9908 -2.3673
N 0.1025 0.6833 -1.4743
H 1.5698 2.0045 -2.1807
H 0.8807 0.9184 -3.4081
H 2.0289 0.2938 -2.1938
H -0.6942 1.2884 -1.6788
H 0.3772 0.9222 -0.4984
*
```